{"formula": "C2H5N3S", "method": "wB97M-V/def2-TZVPD", "e_lumo_ev": -12.375, "gap_ha": 0.279, "relative_energy_kcal_mol": 64.3, "spin_multiplicity": 1, "charge": 2, "e_tot_ha": -640.80499, "smiles": "[NH+]#S1=C[NH+]=CN1", "elements": ["N", "S", "C", "N", "C", "N", "H", "H", "H", "H", "H"], "positions_angstrom": [[1.636, 1.580, -1.085], [1.415, 0.229, -0.556], [-0.169, -0.501, -1.133], [-1.031, -0.782, -0.248], [-0.699, -0.233, 1.002], [0.448, 0.311, 0.938], [2.416, 2.204, -0.974], [-0.314, -0.873, -2.090], [-1.950, -1.236, -0.227], [-1.479, -0.364, 1.788], [0.736, 0.858, 1.771]], "forces_ev_per_a": [[-1.4, -0.3, -0.3], [1.2, 0.0, -0.6], [0.1, 0.1, -1.0], [-0.5, 0.5, 2.0], [-0.4, -0.3, 0.1], [-1.5, 1.0, 3.8], [0.8, -0.1, -0.2], [0.0, -0.5, -2.1], [0.1, -0.5, -1.3], [1.1, 0.4, 0.0], [0.4, -0.3, -0.4]]}